Computed, not measured: a structure of composition C16H13N5RhS5, with the ωB97M-V functional and the def2-TZVPD basis.

Summary:
Total charge: +1
Calculated total energy in hartree: -2992.561797
Highest occupied orbital energy in eV: -10.937

Each line ends with the Mulliken charge.
Geometry (Å):
Rh: 0.95 0.01 2.23  0.32
C: 2.70 -3.70 -1.57  -0.80
S: 2.34 -3.91 0.18  0.03
C: 1.93 -2.31 0.66  0.60
S: 1.55 -2.17 2.38  -0.39
N: 1.94 -1.35 -0.21  -1.00
N: 1.57 -0.14 0.37  0.42
C: 1.54 0.92 -0.35  -0.44
C: 1.09 2.16 0.32  0.89
C: 0.97 3.37 -0.33  -0.81
C: 0.52 4.47 0.40  -0.22
C: 0.21 4.32 1.73  -0.83
C: 0.36 3.07 2.33  -0.15
N: 0.79 2.02 1.64  -0.14
H: 2.81 -4.71 -1.97  0.35
H: 3.62 -3.14 -1.71  0.29
H: 1.87 -3.19 -2.06  0.28
H: 1.83 0.88 -1.39  0.40
H: 1.22 3.44 -1.37  0.42
H: 0.41 5.43 -0.09  0.44
H: -0.15 5.15 2.33  0.41
H: 0.15 2.90 3.37  0.52
S: -1.07 -1.35 7.58  -0.24
C: -0.90 -0.85 6.05  0.08
S: -2.18 -1.10 4.86  -0.08
C: -1.19 -0.42 3.64  0.49
N: -0.04 0.00 4.08  0.26
N: 0.15 -0.22 5.42  0.00
C: 1.36 0.25 6.02  0.72
C: 2.56 0.18 5.32  0.05
C: 3.73 0.64 5.90  -0.83
C: 3.71 1.17 7.18  -0.49
C: 2.51 1.26 7.87  -0.68
C: 1.33 0.81 7.29  -0.59
S: -1.28 -0.29 1.91  -0.18
H: 2.62 -0.27 4.34  0.27
H: 4.66 0.57 5.35  0.40
H: 4.63 1.51 7.65  0.40
H: 2.48 1.69 8.86  0.39
H: 0.40 0.91 7.82  0.44